Entry 1:
Entry from the Open Molecules 2025 dataset: a cluster of 2 separate species, C3H10N2O in total at a distorted geometry (ωB97M-V/def2-TZVPD).

Last column: Mulliken charge in e.
Cartesian coordinates (Å):
C: -2.857 0.076 -0.356  -0.7252
C: -1.886 0.790 -0.919  0.3511
O: -2.085 1.294 -2.162  -0.4959
H: -2.511 -0.707 0.375  0.1762
H: -3.933 0.200 -0.478  0.2462
H: -0.944 1.040 -0.305  0.1182
H: -1.440 1.810 -2.574  0.3278
N: 2.039 0.085 1.677  -0.4644
C: 1.909 -0.237 0.269  -0.3099
N: 1.001 -1.318 -0.026  -0.5548
H: 2.865 -0.415 2.156  0.1590
H: 1.682 0.892 2.140  0.1912
H: 1.456 0.742 -0.205  0.1973
H: 2.815 -0.558 -0.253  0.3471
H: 1.621 -2.137 0.026  0.2405
H: 0.267 -1.557 0.635  0.1956

Calculated values
- relative energy (zero: lowest compared OMol25 entry of this formula, charge and spin) (kcal per mole) = 74.0
- M (Da) = 90.126
- total charge = 0
- lowest unoccupied orbital energy (eV) = 0.82
- HOMO level (eV) = -8.45
- frontier orbital gap (eV) = 9.3
- SMILES = C=CO.NCN

Entry 2:
Entry from the Open Molecules 2025 dataset: a structure of composition C8H30B2N2O2Ti at a distorted geometry (ωB97M-V/def2-TZVPD).

Last column: Mulliken charge in e.
Cartesian coordinates (Å):
Ti: -11.043 -4.536 -16.798  -0.4979
B: -12.299 -5.666 -15.130  0.4262
H: -13.063 -6.205 -14.447  -0.2266
H: -12.700 -4.623 -15.370  -0.1909
H: -11.242 -5.673 -14.700  -0.2030
H: -12.237 -6.266 -16.102  -0.1129
B: -8.944 -6.300 -16.746  0.6436
H: -10.058 -6.392 -16.468  -0.1565
H: -8.329 -6.697 -15.846  -0.2488
H: -8.721 -6.962 -17.677  -0.3333
H: -8.699 -5.180 -17.007  -0.2926
C: -10.306 -5.893 -20.357  -1.5132
C: -10.837 -4.476 -20.172  0.5730
C: -12.329 -4.332 -19.897  -0.7901
O: -12.710 -4.866 -18.641  0.1990
C: -13.934 -4.390 -18.129  -1.2138
N: -10.144 -3.881 -19.024  -0.2973
H: -10.852 -6.449 -21.122  0.4277
H: -10.433 -6.455 -19.429  0.2277
H: -9.250 -5.899 -20.625  0.3883
H: -10.690 -3.899 -21.092  0.1030
H: -12.797 -4.986 -20.645  0.3631
H: -12.603 -3.285 -20.041  0.2811
H: -14.141 -4.878 -17.177  0.0900
H: -14.768 -4.727 -18.758  0.5026
H: -13.999 -3.308 -17.996  0.3336
H: -10.135 -2.877 -19.191  0.1140
H: -9.164 -4.140 -18.922  0.1980
C: -11.937 -0.258 -15.667  -1.7076
C: -11.688 -1.052 -16.956  1.8674
C: -11.591 -0.149 -18.172  -1.1177
O: -10.984 -0.841 -19.250  -0.2726
C: -11.209 -0.260 -20.527  -0.8788
N: -10.512 -1.959 -16.739  -0.1991
H: -11.104 0.378 -15.375  0.4286
H: -12.228 -0.963 -14.890  0.2924
H: -12.804 0.380 -15.864  0.4587
H: -12.541 -1.733 -17.011  -0.7838
H: -10.997 0.762 -18.035  0.2843
H: -12.610 0.161 -18.440  0.5249
H: -10.590 0.622 -20.715  0.2719
H: -12.255 0.052 -20.606  0.3890
H: -10.977 -1.013 -21.280  0.2399
H: -9.794 -1.411 -16.264  0.3041
H: -10.077 -2.048 -17.651  0.1043

Calculated values
- relative energy (zero: lowest compared OMol25 entry of this formula, charge and spin) (kcal per mole) = 9.1
- M (Da) = 255.831
- expectation value of S² = 3.754
- spin multiplicity = 4
- total charge = -1
- lowest unoccupied orbital energy (alpha / beta) (eV) = 2.44 / 2.38
- HOMO level (alpha / beta) (eV) = 0.28 / -5.74
- frontier orbital gap (alpha / beta) (eV) = 2.2 / 8.1

Entry 3:
Entry from the Open Molecules 2025 dataset: a cluster of 14 separate species, C7H38O14 in total at a distorted geometry (ωB97M-V/def2-TZVPD).

Last column: Mulliken charge in e.
Cartesian coordinates (Å):
O: -1.110 0.216 2.326  -0.5436
C: -0.512 -0.733 2.919  -0.8595
C: 0.802 -1.279 2.376  0.2104
C: 0.548 -1.989 1.049  -0.9717
C: 0.975 -1.312 -0.251  0.7611
C: -1.246 1.463 -1.929  -1.5560
C: -0.141 0.805 -1.159  0.8735
C: -0.196 -0.441 -0.745  0.4879
H: -0.956 -1.248 3.796  0.2604
H: 1.716 -0.663 2.322  -0.4017
H: 1.222 -2.068 3.042  0.3583
H: -0.438 -2.403 0.993  0.3727
H: 1.052 -2.982 1.073  0.6058
H: 1.299 -2.155 -0.834  0.3487
H: 1.722 -0.559 -0.046  -1.0145
H: -1.506 1.091 -2.892  0.3482
H: -2.036 1.438 -1.124  0.2710
H: -1.024 2.474 -2.190  0.7543
H: 0.845 1.298 -1.220  -0.3352
H: -1.182 -1.059 -0.936  0.7815
H: 2.349 1.688 2.482  0.2922
H: 1.119 2.194 2.061  0.2582
O: 2.029 2.112 1.663  -0.5633
H: 5.080 0.608 2.010  0.2885
H: 4.217 -0.319 3.095  0.2966
O: 4.342 0.498 2.616  -0.6095
H: -1.727 -1.460 0.056  -1.0859
H: -2.235 -0.271 0.905  0.5674
O: -2.505 -1.237 0.647  -0.7073
H: 2.454 2.811 -1.906  0.4430
H: 3.685 2.348 -0.969  0.4942
O: 3.398 2.924 -1.692  -0.7675
H: 0.152 4.337 3.432  0.2486
H: -1.136 3.375 3.488  0.3513
O: -0.171 3.422 3.355  -0.5899
H: -2.786 -2.392 -1.115  0.0554
H: -2.510 -3.373 -2.319  0.2958
O: -3.058 -3.200 -1.557  -0.7452
H: 0.268 2.852 -2.778  0.1515
H: 1.365 3.923 -3.231  0.2625
O: 1.215 2.999 -2.967  -0.6800
H: -2.773 -0.473 -3.709  0.2593
H: -2.238 -1.850 -4.258  0.2486
O: -2.427 -1.330 -3.441  -0.5095
H: 3.753 0.333 0.279  0.3612
H: 3.750 0.460 -1.290  0.3670
O: 4.260 0.681 -0.465  -0.8132
H: -3.668 -1.140 -1.390  0.4661
H: -4.441 -0.252 -0.495  0.3394
O: -4.057 -0.221 -1.419  -0.6608
H: -2.448 1.367 2.697  0.3973
H: -3.248 2.760 2.676  0.2518
O: -2.479 2.289 2.989  -0.6624
H: -2.283 -5.159 0.958  0.2414
H: -2.658 -4.093 -0.022  0.3295
O: -2.166 -4.215 0.811  -0.5925
H: 2.196 -0.237 -2.762  0.3100
H: 2.966 -1.695 -2.741  0.2141
O: 2.587 -0.956 -2.264  -0.5553

Calculated values
- relative energy (zero: lowest compared OMol25 entry of this formula, charge and spin) (kcal per mole) = 32.1
- M (Da) = 346.367
- expectation value of S² = 0.753
- spin multiplicity = 2
- total charge = -1
- lowest unoccupied orbital energy (alpha / beta) (eV) = 2.09 / 2.07
- HOMO level (alpha / beta) (eV) = -0.29 / -4.13
- frontier orbital gap (alpha / beta) (eV) = 2.4 / 6.2

Entry 4:
Entry from the Open Molecules 2025 dataset: a cluster of 13 separate species, H26O13 in total at a distorted geometry (ωB97M-V/def2-TZVPD).

Last column: Mulliken charge in e.
Cartesian coordinates (Å):
O: -14.210 19.080 7.716  -0.7497
H: -14.521 19.032 8.620  0.3326
H: -13.498 18.441 7.673  0.2917
O: -18.044 18.564 10.475  -0.6478
H: -17.769 19.126 11.199  0.3420
H: -18.994 18.674 10.432  0.2540
O: -12.369 18.598 10.875  -0.5663
H: -11.627 19.111 10.554  0.2402
H: -12.065 18.230 11.705  0.2425
O: -14.499 18.128 12.996  -0.6137
H: -13.891 17.424 13.221  0.2377
H: -14.006 18.932 13.160  0.2624
O: -17.072 16.906 12.828  -0.6136
H: -16.156 17.129 12.663  0.2810
H: -17.085 15.950 12.859  0.3233
O: -12.446 21.430 8.390  -0.6682
H: -13.108 22.007 8.771  0.3193
H: -12.947 20.705 8.015  0.3589
O: -16.429 16.368 10.021  -0.5491
H: -16.798 15.932 9.254  0.2765
H: -16.833 17.236 10.022  0.2995
O: -17.429 19.474 12.937  -0.6819
H: -17.526 18.541 13.125  0.3667
H: -17.201 19.867 13.779  0.2660
O: -16.434 21.573 11.142  -0.6807
H: -16.639 21.116 11.958  0.3064
H: -15.991 20.917 10.604  0.3272
O: -13.417 16.001 9.957  -0.6187
H: -13.890 15.873 9.134  0.3173
H: -13.218 16.937 9.977  0.2996
O: -16.521 21.207 7.999  -0.6049
H: -16.720 21.505 7.112  0.2698
H: -16.041 20.388 7.875  0.2978
O: -12.435 21.950 12.191  -0.6066
H: -11.562 21.816 12.559  0.3028
H: -12.404 21.522 11.335  0.2931
O: -14.887 19.389 10.379  0.3685
H: -15.230 18.779 11.031  -0.0756
H: -13.936 19.330 10.472  0.2002

Calculated values
- relative energy (zero: lowest compared OMol25 entry of this formula, charge and spin) (kcal per mole) = 41.6
- M (Da) = 234.195
- total charge = 0
- lowest unoccupied orbital energy (eV) = -0.49
- HOMO level (eV) = -9.94
- frontier orbital gap (eV) = 9.4

Question: Look up the relative energy (zero: lowest compared OMol25 entry of this formula, charge and spin) of the second one.
Answer: 9.1 kcal per mole

Question: Look up the M of the fourth one.
Answer: 234.195 Da